Entry 1:
Computed, not measured: a cluster of 14 separate species, C44H125N9O14 in total in a non-equilibrium geometry, with the ωB97M-V functional and the def2-TZVPD basis.

* E_LUMO: 0.234 eV
* max |F|: 2.0 eV/Å
* charge: 0
* gap between HOMO and LUMO: 8.143 eV
* 2S+1: 1
* HOMO level: -0.291 Ha
* E_tot: -3297.32555 Eh

Positions of all 192 atoms, in Å:
O (-1.9571, 3.3123, -1.8490)
H (-1.0352, 3.2539, -1.5407)
H (-2.1087, 4.2527, -2.0014)
C (6.4435, -6.0305, 3.6146)
C (5.1537, -5.7153, 4.3454)
C (4.4000, -4.5456, 3.7615)
O (3.2566, -4.2967, 4.5437)
C (2.5116, -3.1242, 4.2842)
N (4.3480, -6.9513, 4.4217)
H (7.0581, -6.8102, 4.0759)
H (7.1038, -5.1770, 3.4589)
H (6.2865, -6.5661, 2.6678)
H (5.4663, -5.4784, 5.3671)
H (4.0542, -4.8233, 2.7552)
H (5.0390, -3.6545, 3.7133)
H (2.0180, -3.0270, 3.3177)
H (3.2477, -2.3055, 4.3144)
H (1.8737, -3.0127, 5.1548)
H (4.0662, -7.1584, 3.4633)
H (3.4723, -6.7127, 4.8832)
C (-0.2166, 7.8831, -5.5642)
C (0.9792, 6.9735, -5.7732)
C (0.8346, 5.6089, -5.1758)
O (0.5146, 5.7437, -3.7999)
C (0.2477, 4.5028, -3.1971)
N (1.2784, 6.8619, -7.2086)
H (-0.1128, 8.8777, -5.9958)
H (-0.5110, 7.9424, -4.5171)
H (-1.1009, 7.4337, -6.0321)
H (1.8649, 7.4660, -5.3434)
H (1.7537, 5.0299, -5.3550)
H (0.0509, 4.9899, -5.6338)
H (-0.2220, 4.6767, -2.2320)
H (1.1329, 3.8942, -2.9963)
H (-0.4689, 3.8852, -3.7502)
H (2.0889, 6.2854, -7.3906)
H (1.4360, 7.7883, -7.5807)
C (-6.2871, 3.2176, 0.6761)
C (-5.6545, 3.9907, 1.8199)
C (-4.1886, 3.6314, 2.0756)
O (-4.0579, 2.2447, 2.3430)
C (-2.7103, 1.8396, 2.4312)
N (-5.7161, 5.4024, 1.4054)
H (-7.3067, 3.5505, 0.4998)
H (-6.2635, 2.1372, 0.8437)
H (-5.6946, 3.3130, -0.2381)
H (-6.2696, 3.9162, 2.7175)
H (-3.8664, 4.1841, 2.9703)
H (-3.5769, 3.9050, 1.2116)
H (-2.3215, 2.0783, 3.4316)
H (-2.0812, 2.2118, 1.6231)
H (-2.6122, 0.7537, 2.4916)
H (-5.1089, 5.9968, 1.9729)
H (-5.2445, 5.5075, 0.5059)
C (-5.2133, -0.2530, -3.5415)
C (-3.9209, 0.5587, -3.3351)
C (-3.7858, 1.8106, -4.2381)
O (-3.8256, 1.5112, -5.6171)
C (-2.6171, 0.9365, -6.0624)
N (-3.8550, 0.9795, -1.9388)
H (-6.0997, 0.3850, -3.5483)
H (-5.3213, -1.0066, -2.7680)
H (-5.1230, -0.6807, -4.5410)
H (-3.0587, -0.0861, -3.5231)
H (-2.8389, 2.2896, -3.9669)
H (-4.6596, 2.4379, -4.0512)
H (-2.7139, 0.7035, -7.1225)
H (-2.4484, -0.0343, -5.5890)
H (-1.7662, 1.6072, -5.9124)
H (-3.2074, 1.7524, -1.7679)
H (-4.7547, 1.3036, -1.6102)
C (0.5192, 0.4143, -1.4466)
C (0.1019, 1.2446, -0.2302)
C (0.5086, 0.5955, 1.0939)
O (-0.4441, -0.4338, 1.2859)
C (-0.2559, -1.0659, 2.5249)
N (0.7031, 2.5713, -0.4264)
H (1.5900, 0.2326, -1.5988)
H (0.2331, 0.8770, -2.3955)
H (0.0319, -0.5623, -1.4498)
H (-0.9806, 1.3313, -0.3441)
H (0.5589, 1.3702, 1.8690)
H (1.5282, 0.1981, 1.0193)
H (-0.9488, -1.8997, 2.6443)
H (-0.3789, -0.3484, 3.3478)
H (0.7470, -1.4827, 2.7033)
H (1.6782, 2.5007, -0.6977)
H (0.6375, 3.1709, 0.3889)
C (-1.6380, -3.8179, -8.1751)
C (-0.9658, -2.4693, -8.4359)
C (-0.0161, -2.0972, -7.3220)
O (-0.7112, -2.0927, -6.0799)
C (0.1160, -1.7299, -5.0003)
N (-0.1743, -2.5082, -9.6913)
H (-0.9920, -4.6845, -8.0270)
H (-2.3830, -4.1072, -8.9214)
H (-2.2344, -3.6834, -7.2641)
H (-1.7522, -1.7272, -8.5828)
H (0.3409, -1.0668, -7.4496)
H (0.8290, -2.7934, -7.2608)
H (1.1295, -2.1451, -5.0415)
H (-0.3340, -2.0747, -4.0734)
H (0.2723, -0.6426, -4.9823)
H (0.6371, -3.1109, -9.5520)
H (-0.7238, -3.0957, -10.3166)
C (3.4284, -3.0107, -1.2688)
C (2.1554, -3.7986, -0.9732)
C (1.7435, -3.7322, 0.4817)
O (0.7274, -4.7000, 0.6547)
C (0.3893, -4.8796, 1.9953)
N (1.1099, -3.1902, -1.8238)
H (3.7677, -3.1958, -2.2907)
H (4.2613, -3.4410, -0.6971)
H (3.4137, -1.9296, -1.1308)
H (2.3244, -4.8384, -1.2456)
H (1.3900, -2.7446, 0.8083)
H (2.5955, -3.9969, 1.1281)
H (-0.1548, -3.9933, 2.3603)
H (1.1850, -5.1433, 2.6981)
H (-0.3899, -5.6251, 2.1770)
H (0.2282, -3.6845, -1.7701)
H (1.0099, -2.2369, -1.5028)
C (5.6302, -1.1212, 1.5592)
C (4.7826, -0.0045, 0.9626)
C (4.0751, 0.8609, 1.9905)
O (3.4897, 0.0221, 2.9639)
C (2.9779, 0.7202, 4.0728)
N (5.5600, 0.7841, -0.0108)
H (5.1053, -1.7769, 2.2578)
H (6.3216, -0.6206, 2.2531)
H (6.1420, -1.7211, 0.8116)
H (3.9969, -0.4882, 0.3673)
H (3.2855, 1.4523, 1.5107)
H (4.7500, 1.5914, 2.4596)
H (1.9947, 1.1313, 3.8214)
H (3.6819, 1.4741, 4.4433)
H (2.8685, 0.0231, 4.9067)
H (6.3330, 1.2106, 0.5128)
H (6.1185, 0.1319, -0.5600)
C (-5.2211, -1.3249, 0.5650)
C (-3.8163, -1.5967, 1.0850)
C (-3.6339, -3.0786, 1.4066)
O (-4.6328, -3.4486, 2.3315)
C (-4.6862, -4.8288, 2.6256)
N (-2.9114, -1.2044, 0.0084)
H (-5.2799, -1.6798, -0.4626)
H (-5.4777, -0.2630, 0.5771)
H (-5.9887, -1.7754, 1.1956)
H (-3.5581, -0.9784, 1.9538)
H (-2.6304, -3.2328, 1.8272)
H (-3.7059, -3.6262, 0.4612)
H (-5.5279, -5.0303, 3.2844)
H (-3.7933, -5.0520, 3.2276)
H (-4.6787, -5.4899, 1.7572)
H (-3.1731, -0.4395, -0.6182)
H (-1.9503, -1.0485, 0.2763)
C (-2.5523, -3.0363, 5.2480)
C (-1.0948, -3.3849, 5.4882)
O (-0.8579, -4.7535, 5.1292)
H (-2.8098, -3.1595, 4.1958)
H (-2.9250, -2.1359, 5.7373)
H (-3.2079, -3.7798, 5.7256)
H (-0.8324, -3.3730, 6.5530)
H (-0.4325, -2.7024, 4.9578)
H (-1.5530, -5.2502, 5.5716)
C (-0.1177, 0.1998, 6.4621)
C (0.5434, 1.3827, 7.1321)
O (0.3684, 1.2584, 8.5399)
H (0.4445, -0.7151, 6.6675)
H (-0.0808, 0.2674, 5.3720)
H (-1.1536, 0.0137, 6.7418)
H (0.1651, 2.3561, 6.8054)
H (1.6180, 1.3586, 6.9099)
H (0.7894, 2.0037, 8.9760)
C (4.9081, 2.9140, -2.9175)
C (3.6137, 2.9371, -2.1396)
O (3.8528, 2.8987, -0.7207)
H (5.4558, 3.8356, -2.7271)
H (4.6627, 2.9041, -3.9831)
H (5.4798, 2.0258, -2.6608)
H (2.9185, 2.1398, -2.4333)
H (3.0405, 3.8534, -2.3025)
H (4.4459, 2.1099, -0.5736)
C (-0.0231, 3.4190, 4.5481)
C (1.2537, 3.9539, 3.9276)
O (1.0993, 3.9173, 2.5096)
H (-0.1799, 2.3713, 4.2648)
H (-0.9382, 3.9456, 4.2954)
H (0.1306, 3.3841, 5.6310)
H (2.1971, 3.5057, 4.2432)
H (1.2597, 4.9935, 4.2857)
H (1.5725, 4.6752, 2.1489)

---

Entry 2:
Computed, not measured: a cluster of 17 separate species, C44H131N25O17 in total in a non-equilibrium geometry, with the ωB97M-V functional and the def2-TZVPD basis.

* E_LUMO: 0.353 eV
* max |F|: 7.3 eV/Å
* charge: 0
* gap between HOMO and LUMO: 7.882 eV
* 2S+1: 1
* HOMO level: -0.277 Ha
* E_tot: -4402.89162 Eh

Positions of all 217 atoms, in Å:
C (0.4126, -5.6014, -3.2315)
O (-0.5228, -5.8704, -2.4676)
N (0.2624, -5.2432, -4.4583)
N (1.6561, -5.5227, -2.9121)
H (1.1516, -5.3387, -4.9277)
H (-0.6354, -5.2847, -4.9191)
H (2.2818, -5.1007, -3.5833)
H (1.9963, -5.8751, -2.0289)
C (0.7244, 2.4966, 3.9572)
O (1.8144, 2.0105, 3.7772)
N (0.7022, 3.6684, 4.5668)
N (-0.4574, 2.1953, 3.4802)
H (1.5365, 4.1704, 4.8352)
H (-0.1777, 4.1604, 4.6284)
H (-0.5773, 1.4481, 2.8114)
H (-1.2213, 2.7552, 3.8312)
C (3.5425, -0.2945, 2.1353)
O (4.0646, -1.1385, 1.4222)
N (2.6447, -0.5266, 3.0225)
N (4.0003, 0.9076, 2.1148)
H (2.3545, 0.2221, 3.6351)
H (2.3309, -1.4614, 3.2408)
H (4.5039, 1.1705, 1.2797)
H (3.6128, 1.5043, 2.8316)
C (3.3899, -5.1126, 2.4729)
O (2.8540, -5.4042, 1.4427)
N (3.9627, -3.9817, 2.7528)
N (3.3725, -5.8644, 3.5285)
H (4.4031, -4.0228, 3.6607)
H (3.8580, -3.1063, 2.2599)
H (3.6875, -5.4803, 4.4079)
H (2.9690, -6.7867, 3.4463)
C (-1.1979, -6.2828, 1.2359)
O (-1.4235, -5.6452, 0.2301)
N (-2.0495, -7.1514, 1.7088)
N (-0.1610, -6.2387, 2.0042)
H (-1.7652, -7.6199, 2.5572)
H (-2.9870, -7.2209, 1.3395)
H (-0.1695, -6.8518, 2.8068)
H (0.6231, -5.6629, 1.7327)
C (-1.7973, 0.8624, -4.6200)
O (-2.9686, 0.7860, -4.4361)
N (-0.8793, 1.3685, -3.8083)
N (-1.1399, 0.5048, -5.6755)
H (-1.2513, 1.6847, -2.9241)
H (0.0905, 1.4240, -4.0851)
H (-0.2386, 0.9480, -5.7821)
H (-1.5695, 0.0036, -6.4399)
C (2.1185, -0.9764, -4.4476)
O (1.8213, -0.1109, -3.6415)
N (1.3564, -1.3863, -5.4543)
N (3.2178, -1.6604, -4.3619)
H (1.5971, -2.2173, -5.9754)
H (0.3657, -1.2069, -5.3743)
H (3.8435, -1.5428, -3.5777)
H (3.4796, -2.0539, -5.2545)
C (-2.2070, -2.6942, -3.2078)
O (-2.4150, -3.6932, -2.5270)
N (-1.1066, -2.4080, -3.8682)
N (-3.0913, -1.7863, -3.3491)
H (-0.9846, -1.5287, -4.3500)
H (-0.2821, -2.9752, -3.7317)
H (-3.0032, -0.9695, -3.9366)
H (-3.9771, -1.8568, -2.8690)
C (1.0232, 7.0613, 2.4178)
C (2.5329, 6.6316, 2.3967)
C (3.2763, 6.5486, 1.0488)
O (2.7676, 5.5701, 0.2787)
C (3.3865, 4.2888, 0.4221)
N (3.2687, 7.5122, 3.3427)
H (0.8814, 8.0142, 1.9078)
H (0.6751, 7.3146, 3.4192)
H (0.2795, 6.4785, 1.8743)
H (2.6722, 5.6553, 2.8609)
H (4.3121, 6.3968, 1.3523)
H (3.1221, 7.4518, 0.4584)
H (4.4761, 4.3058, 0.3982)
H (3.2345, 3.5467, -0.3616)
H (2.9996, 3.8192, 1.3265)
H (3.1746, 8.5026, 3.1684)
H (2.7542, 7.4459, 4.2094)
C (-3.5944, 1.3677, 1.3081)
C (-5.0765, 1.0803, 1.2677)
C (-5.9217, 1.5523, 2.4158)
O (-7.2028, 1.1255, 2.1882)
C (-8.0483, 1.2605, 3.3595)
N (-5.5813, 1.6688, 0.0020)
H (-3.0859, 1.4342, 0.3462)
H (-3.0417, 0.6915, 1.9604)
H (-3.5092, 2.2876, 1.8866)
H (-5.1457, -0.0058, 1.3283)
H (-5.8989, 2.6418, 2.4394)
H (-5.5942, 1.1165, 3.3596)
H (-9.0373, 0.9572, 3.0161)
H (-8.1780, 2.2625, 3.7684)
H (-7.6452, 0.7518, 4.2352)
H (-5.4838, 2.6608, 0.1647)
H (-6.5763, 1.5842, -0.1499)
C (5.7961, -5.9822, -0.0314)
C (5.6623, -5.2736, -1.3534)
C (5.4871, -6.1945, -2.5153)
O (6.7165, -6.7743, -2.7892)
C (6.8328, -7.5067, -4.0634)
N (4.5393, -4.3523, -1.1900)
H (6.7189, -6.4784, 0.2690)
H (5.0613, -6.7720, 0.1244)
H (5.6168, -5.3182, 0.8142)
H (6.5587, -4.6832, -1.5429)
H (5.2728, -5.5619, -3.3767)
H (4.7181, -6.9552, -2.3810)
H (6.4349, -8.5042, -3.8768)
H (7.8779, -7.6036, -4.3574)
H (6.3954, -7.0990, -4.9747)
H (3.7084, -4.8906, -1.3901)
H (4.4327, -4.1062, -0.2162)
C (-2.5261, -0.8506, 4.7775)
C (-1.8169, -2.1489, 5.2888)
C (-0.2056, -2.1392, 5.1606)
O (0.3802, -2.3118, 3.8368)
C (-0.1204, -3.4138, 3.0739)
N (-2.0982, -2.2004, 6.7387)
H (-2.2233, 0.0373, 5.3325)
H (-3.6144, -0.7951, 4.8038)
H (-2.1739, -0.6235, 3.7713)
H (-2.2757, -3.0562, 4.8960)
H (0.1903, -2.9349, 5.7917)
H (0.2565, -1.2384, 5.5642)
H (0.4976, -3.5048, 2.1807)
H (-1.1864, -3.4410, 2.8479)
H (0.2592, -4.3039, 3.5756)
H (-1.8789, -3.0840, 7.1761)
H (-3.0932, -2.0366, 6.7949)
C (6.3739, -1.3594, -3.0416)
C (5.6838, -0.7317, -1.7671)
C (5.2805, 0.7092, -1.8770)
O (6.3891, 1.5923, -1.9781)
C (6.2054, 2.8026, -2.7232)
N (4.5463, -1.6058, -1.5033)
H (6.7199, -2.3926, -3.0132)
H (7.2184, -0.7243, -3.3089)
H (5.6221, -1.2055, -3.8157)
H (6.3566, -0.8646, -0.9199)
H (4.6196, 1.0053, -1.0624)
H (4.7171, 0.8108, -2.8045)
H (5.9910, 2.6068, -3.7739)
H (7.0418, 3.4828, -2.5625)
H (5.3395, 3.3914, -2.4203)
H (4.2777, -1.4474, -0.5427)
H (4.8109, -2.5670, -1.6650)
C (-0.3093, 1.7056, -0.0385)
C (-0.3849, 0.2338, 0.1320)
C (0.5311, -0.7379, -0.6627)
O (0.5723, -1.9617, 0.0597)
C (1.2407, -2.9699, -0.7547)
N (-0.1745, 0.0208, 1.5734)
H (-0.7589, 2.0278, -0.9777)
H (0.6767, 2.1693, -0.0088)
H (-0.9014, 2.2760, 0.6772)
H (-1.4306, -0.0579, 0.0354)
H (1.5255, -0.2954, -0.7230)
H (0.2101, -0.9914, -1.6731)
H (2.0802, -2.5849, -1.3336)
H (0.5650, -3.3103, -1.5393)
H (1.6418, -3.7456, -0.1023)
H (0.8279, 0.1041, 1.6643)
H (-0.2993, -0.9680, 1.7369)
C (-6.5196, 8.1681, 0.5508)
C (-5.8882, 6.9211, 1.1536)
C (-4.4345, 6.8009, 0.8649)
O (-3.9210, 5.6531, 1.4524)
C (-2.5011, 5.4601, 1.1616)
N (-6.0411, 7.0513, 2.5805)
H (-6.5317, 8.2331, -0.5371)
H (-6.0149, 9.0717, 0.8924)
H (-7.5298, 8.2256, 0.9562)
H (-6.4317, 6.0419, 0.8078)
H (-3.8825, 7.6498, 1.2684)
H (-4.3250, 6.7742, -0.2193)
H (-1.9512, 6.1946, 1.7501)
H (-2.2960, 5.6540, 0.1087)
H (-2.2812, 4.4042, 1.3190)
H (-5.6937, 7.9522, 2.8769)
H (-5.3650, 6.3939, 2.9422)
C (-0.2989, 4.8569, -2.2936)
C (0.4826, 6.1771, -2.3603)
C (-0.0063, 7.2989, -1.3544)
O (-1.3545, 7.6985, -1.4015)
C (-1.7843, 8.4376, -2.5674)
N (1.8641, 5.8495, -2.2742)
H (0.0550, 4.2993, -1.4265)
H (-0.2297, 4.2629, -3.2048)
H (-1.3724, 5.0052, -2.1763)
H (0.3122, 6.6789, -3.3128)
H (0.6344, 8.1708, -1.4864)
H (0.1987, 6.9880, -0.3299)
H (-1.1584, 9.3289, -2.6119)
H (-2.8081, 8.6919, -2.2934)
H (-1.7133, 7.9790, -3.5537)
H (2.4968, 6.5778, -2.5729)
H (2.1235, 5.6145, -1.3268)
C (-7.0289, -5.4902, -1.5250)
C (-5.5418, -5.0970, -1.5631)
C (-5.2190, -4.0325, -0.4547)
O (-3.7417, -4.0723, -0.3305)
C (-3.1860, -3.1177, 0.5549)
N (-4.7784, -6.2970, -1.2947)
H (-7.2065, -6.1984, -2.3344)
H (-7.7564, -4.6863, -1.6368)
H (-7.2661, -5.9951, -0.5886)
H (-5.2089, -4.6915, -2.5185)
H (-5.6281, -4.3203, 0.5138)
H (-5.4539, -3.0126, -0.7592)
H (-2.1026, -3.2066, 0.6360)
H (-3.6096, -3.4297, 1.5095)
H (-3.3781, -2.0669, 0.3384)
H (-5.2251, -6.6134, -0.4459)
H (-5.0690, -7.0700, -1.8762)